Here is a structure of composition C6H6S from OMol25. Energies are from the ωB97M-V functional and the def2-TZVPD basis.

The value obtained for the LUMO energy (spin up / spin down) is -0.00412 / -0.00413 hartree. The molar mass is 110.18 g mol⁻¹. The total charge is 0. The orbital gap (spin up / spin down) is 0.279 / 0.279 Ha. Its energy relative to the best compared isomer or geometry (same formula, charge and spin) is 9.854 eV.

The geometry in XYZ format:
```
13
Properties=species:S:1:pos:R:3:forces:R:3:lowdin_charge:R:1
C 1.141503 -1.748875 0.175138 1.44 1.35 -0.62 0.215
C 3.437137 -1.052489 -0.005283 -1.15 -0.63 -0.18 -0.400
C 0.859541 -0.118438 1.267939 -1.16 1.62 -0.93 -0.086
C 1.384604 0.683302 0.130833 2.32 -2.13 -0.21 -0.445
C 0.579519 -0.470595 -0.222756 0.93 -1.64 -1.14 -0.596
C -0.676182 -0.404639 -1.054806 -2.81 -0.57 4.19 -0.016
S 3.245862 0.532209 -0.323101 -1.34 -0.99 1.03 0.803
H 1.667063 -0.708043 1.646223 0.23 -0.75 1.20 0.075
H -0.054391 0.310583 1.711253 0.88 -0.74 0.67 0.147
H 1.089561 1.627925 0.058763 -1.82 3.88 -0.59 0.052
H -1.113504 -1.388111 -1.188891 0.30 -0.37 -0.04 0.075
H -0.533761 -0.006851 -1.987129 0.52 1.36 -2.12 0.048
H -1.544138 0.119163 -0.463257 1.68 -0.39 -1.26 0.127
```
Positions in Å, forces in eV/Å.

=====

Here is an isolated molecule of C6H6S from OMol25. Energies are from the ωB97M-V functional and the def2-TZVPD basis.

The value obtained for the LUMO energy is -0.01517 hartree. The molar mass is 110.18 g mol⁻¹. As for the structure (SMILES): S=C/C=C\C1C=C1. The total charge is 0. The orbital gap is 0.298 Ha. Its energy relative to the best compared isomer or geometry (same formula, charge and spin) is 4.359 eV.

The geometry in XYZ format:
```
13
Properties=species:S:1:pos:R:3:forces:R:3:lowdin_charge:R:1
S -3.601541 0.886754 0.188519 -0.01 0.32 -0.63 0.673
C -2.209087 0.080393 0.028661 -0.93 -0.10 1.14 -0.697
C -1.219959 0.117035 -1.008846 -0.62 0.12 -1.55 -0.212
C 0.091326 0.129450 -0.884421 1.37 -0.36 -0.17 -0.081
C 0.700387 0.089267 0.463385 2.92 0.36 -2.79 -0.235
C 2.298901 0.253891 0.509027 -2.29 -0.60 0.54 0.054
C 1.765378 -0.886861 0.756759 0.50 -0.65 0.52 -0.044
H -2.099136 -0.602408 0.851870 0.83 -0.43 0.28 0.036
H -1.601300 0.121643 -2.010951 -0.41 0.33 -0.43 0.097
H 0.764701 0.166757 -1.800293 -0.95 -0.17 1.32 0.141
H 0.139220 0.585630 1.164342 -1.17 0.71 2.10 0.089
H 3.075100 0.952364 0.628019 0.72 0.53 -0.22 0.080
H 1.896010 -1.893915 1.113928 0.05 -0.07 -0.11 0.100
```
Positions in Å, forces in eV/Å.

=====

Here is an isolated molecule of C6H6S2 from OMol25. Energies are from the ωB97M-V functional and the def2-TZVPD basis.

The value obtained for the LUMO energy is 0.00756 hartree. The molar mass is 142.25 g mol⁻¹. As for the structure (SMILES): C#C[C@H]1SC=CCS1. The total charge is 0. The orbital gap is 0.311 Ha. Its energy relative to the best compared isomer or geometry (same formula, charge and spin) is 2.574 eV.

The geometry in XYZ format:
```
14
Properties=species:S:1:pos:R:3:forces:R:3:lowdin_charge:R:1
C 3.340862 0.104740 -0.169453 3.22 1.06 -1.17 0.106
C 2.263754 -0.138763 0.268140 -0.74 -0.64 -0.58 -0.299
C 0.934165 -0.469066 0.695086 0.26 3.19 -1.17 -0.732
S 0.138014 1.511790 0.832293 1.15 -1.68 1.04 0.892
C -1.042677 1.420170 -0.353014 -1.64 -0.65 -0.91 -0.576
C -1.822756 0.370629 -0.635225 1.22 -0.72 2.14 -0.258
C -1.632214 -0.895807 0.122308 -1.33 -0.64 1.38 -0.499
S -0.001258 -1.492946 -0.321857 0.40 -1.31 -1.53 0.906
H 4.348740 0.421908 -0.577563 -2.02 -0.73 0.87 0.072
H 1.042238 -0.865414 1.633551 -0.58 -0.43 2.78 0.039
H -1.222368 2.199409 -1.032646 0.54 1.52 -0.61 0.050
H -2.373555 0.310999 -1.526223 -0.86 0.21 -0.95 0.088
H -1.564064 -0.829443 1.286195 -0.75 0.18 -2.06 0.113
H -2.408887 -1.648207 -0.221594 1.12 0.63 0.76 0.097
```
Positions in Å, forces in eV/Å.

=====

Here is a structure of composition C6H7AgLiO6 from OMol25. Energies are from the ωB97M-V functional and the def2-TZVPD basis.

The value obtained for the LUMO energy (spin up / spin down) is -0.04208 / -0.04329 hartree. The molar mass is 289.92 g mol⁻¹. As for the spin multiplicity: 2. The total charge is 0. The orbital gap (spin up / spin down) is 0.200 / 0.198 Ha. Its energy relative to the best compared isomer or geometry (same formula, charge and spin) is 6.661 eV.

The geometry in XYZ format:
```
21
Properties=species:S:1:pos:R:3:forces:R:3:mulliken_spin:R:1
Li -0.103710 -0.023219 -0.723394 -0.40 0.46 0.78 0.001
O 0.114758 -0.446933 1.198329 0.83 -0.64 0.07 0.168
O 2.217989 -1.232855 0.992068 0.81 0.06 0.15 -0.042
C 1.985738 -2.209726 -0.080749 -0.60 -0.97 -0.15 0.069
C 2.063391 -1.694022 -1.509956 1.01 -0.54 -0.41 0.004
O 1.070244 -0.818094 -1.806963 -0.66 0.93 0.19 0.005
C 1.242864 -0.606360 1.571754 -0.78 -0.05 -0.99 0.787
H 2.738835 -2.983828 0.104491 -0.10 0.25 -0.07 0.000
H 0.990336 -2.644291 0.087628 0.18 0.13 0.05 0.001
H 2.017367 -2.558752 -2.208423 0.04 -0.18 0.65 0.006
H 3.092463 -1.313479 -1.681273 -0.31 0.34 0.12 0.003
Ag -0.290614 0.022427 -3.263098 0.15 -0.06 -0.75 0.002
O -1.330129 1.155003 -1.688280 1.63 -1.62 -3.88 0.002
O -1.933294 1.626260 0.172720 0.31 -2.30 4.18 -0.004
C -2.153898 2.012338 1.443919 0.45 -0.09 -1.22 -0.014
C -1.251162 1.553123 2.406612 -0.75 0.94 0.63 0.016
O -2.967548 2.764335 -1.394780 0.42 -0.67 -1.70 0.000
C -2.162384 1.887177 -1.178717 -2.59 2.82 2.81 -0.002
H -3.098282 2.534664 1.591519 0.60 1.56 -0.21 0.000
H -0.733082 2.319947 2.989683 -1.43 0.24 0.86 0.000
H -1.509882 0.656284 2.976910 1.20 -0.60 -1.12 -0.001
```
Positions in Å, forces in eV/Å.

=====

Here is a structure of composition C6H7AlBCl16O5 from OMol25. Energies are from the ωB97M-V functional and the def2-TZVPD basis.

The value obtained for the LUMO energy is 0.07148 hartree. The molar mass is 764.16 g mol⁻¹. The total charge is -1. The orbital gap is 0.276 Ha.

The geometry in XYZ format:
```
36
Properties=species:S:1:pos:R:3:forces:R:3:lowdin_charge:R:1
O -1.768127 0.866215 1.839888 0.05 -0.37 0.18 0.095
B -0.392892 1.015538 1.762966 -0.41 -0.08 -0.15 -0.920
O 0.303160 1.167224 2.938567 0.37 -0.70 0.26 0.142
O 0.235388 1.011867 0.530809 -0.28 -0.22 0.10 0.140
C 0.907241 -0.229458 0.423791 0.71 -0.49 0.02 -0.478
C 1.469856 -0.537393 -0.955304 -0.22 -0.94 0.28 -0.260
O 2.425553 -1.557916 -0.718851 -0.15 -0.23 0.39 -0.294
Al 1.410841 -2.655731 0.368597 -0.19 0.19 -0.21 0.201
O 0.139790 -1.339766 0.768024 0.07 -0.12 0.07 -0.207
H -1.868001 -0.015809 2.239041 -0.30 0.39 -0.03 0.119
H 1.140964 0.677201 2.892927 -0.07 0.56 -0.03 0.111
H 1.752515 -0.290205 1.140741 0.36 0.92 -0.15 0.132
H 1.794829 0.312321 -1.552131 0.39 0.07 0.03 0.126
H 0.643521 -1.076905 -1.435307 0.05 1.04 -0.30 -0.011
H 2.111937 -3.141526 1.727465 0.12 -0.01 -0.04 -0.089
H 0.699810 -3.783834 -0.529763 0.05 -0.12 0.02 -0.076
C -1.525065 -2.037676 -4.367182 0.14 -0.06 0.31 -2.034
Cl -1.203059 -0.639299 -5.405982 -0.04 -0.01 -0.02 0.509
Cl -0.576579 -3.417221 -4.925889 -0.05 -0.09 -0.23 0.497
Cl -1.026051 -1.687095 -2.717150 -0.53 -0.03 -0.39 0.621
Cl -3.254393 -2.427267 -4.429635 0.03 0.01 -0.03 0.504
C 3.634395 -4.186167 -4.819186 -0.19 0.13 0.30 -2.052
Cl 2.879533 -3.709121 -3.304197 0.09 0.01 -0.10 0.557
Cl 4.126510 -2.740303 -5.713534 0.03 0.00 -0.06 0.507
Cl 5.060201 -5.187390 -4.497662 0.00 -0.02 -0.03 0.504
Cl 2.485190 -5.110054 -5.805499 0.02 -0.05 -0.03 0.485
C -3.744105 4.494913 1.285945 0.13 -0.11 -0.01 -2.039
Cl -2.281974 3.608425 0.877580 -0.15 0.26 -0.16 0.608
Cl -4.603401 4.937959 -0.197816 -0.03 0.01 -0.01 0.512
Cl -4.787940 3.479912 2.286573 0.00 0.02 0.01 0.530
Cl -3.332281 5.968971 2.178386 -0.02 0.04 -0.01 0.497
C -0.571095 3.644734 5.618079 0.01 -0.11 -0.15 -2.044
Cl 1.133831 3.249935 5.864481 0.00 0.01 0.02 0.528
Cl -1.565102 2.246641 6.035421 0.01 0.02 0.01 0.536
Cl -1.011692 5.010482 6.660558 0.00 0.03 0.04 0.500
Cl -0.843309 4.077800 3.935248 0.00 0.04 0.11 0.542
```
Positions in Å, forces in eV/Å.

=====

Here is a structure of composition C6H7AlCl2FO3 from OMol25. Energies are from the ωB97M-V functional and the def2-TZVPD basis.

The value obtained for the LUMO energy is -0.66122 hartree. The molar mass is 244.01 g mol⁻¹. The total charge is +3. The orbital gap is 0.104 Ha.

The geometry in XYZ format:
```
20
Properties=species:S:1:pos:R:3:forces:R:3:lowdin_charge:R:1
C -0.742187 3.129877 -0.127379 0.92 -0.82 -0.65 -0.057
C -0.426840 2.356076 -1.571187 -0.26 2.36 0.69 -0.571
Cl -0.212847 3.391384 -3.093000 0.09 -2.68 3.33 0.807
C -0.298474 0.846005 -1.538438 0.56 -2.08 -0.05 -0.435
Cl 0.099379 0.002380 -3.138646 -1.03 1.68 4.36 0.926
O -0.465467 0.214735 -0.221561 0.45 0.83 -5.70 0.053
C -0.917507 -1.181192 -0.316345 -5.20 -7.80 -2.37 -0.204
O -1.912652 -1.618625 -1.136992 7.14 4.51 5.55 0.139
O -0.320279 -2.202231 0.560946 -0.79 5.00 -2.57 0.032
C 1.043238 -1.851520 0.985401 1.56 1.04 0.20 -0.086
C 1.534818 -2.997804 2.099284 0.88 0.55 1.62 0.003
F 2.892390 -2.562396 2.535235 -3.82 -1.32 -1.64 -0.029
H -1.755780 2.704815 0.279515 1.90 0.85 -0.46 0.091
H -0.706825 4.301218 -0.223834 -0.12 -2.41 0.02 0.154
H 0.102237 2.729799 0.614698 -1.62 0.91 -1.44 0.170
H 1.724964 -1.883222 0.022435 -1.04 -0.14 2.06 0.179
H 1.118228 -0.821028 1.573372 -0.33 -2.19 -1.31 0.169
H 0.827837 -2.830813 3.040502 1.45 -0.37 -1.94 0.181
H 1.485186 -4.090521 1.683525 0.58 2.20 0.66 0.175
Al -3.069420 2.363063 -2.027533 -1.33 -0.11 -0.37 1.302
```
Positions in Å, forces in eV/Å.

=====

Number 1: strongest force on any atom 0.099 hartree/bohr, E_tot -630.05069 hartree. Number 2: strongest force on any atom 0.079 hartree/bohr, E_tot -630.25262 hartree. Number 3: strongest force on any atom 0.070 hartree/bohr, E_tot -1028.46111 hartree. Number 4: strongest force on any atom 0.093 hartree/bohr, E_tot -838.58162 hartree. Number 5: strongest force on any atom 0.021 hartree/bohr, E_tot -8239.57711 hartree. Number 6: strongest force on any atom 0.197 hartree/bohr, E_tot -1719.59369 hartree.